[1]
Molecular formula: C2H3ClN3O
Method: DFT, ωB97M-V/def2-TZVPD

Cartesian coordinates (Å):
C -0.638 -0.583 0.132
C 0.402 -1.475 0.575
N -1.400 0.181 -0.227
N 0.359 3.588 -1.145
N 1.067 3.004 -0.536
O -0.388 4.246 -1.813
Cl -1.148 -4.147 0.764
H 1.125 -0.632 1.047
H 0.793 -2.112 -0.158
H -0.172 -2.070 1.361

Properties
Orbital gap ... 7.31 eV
Net charge ... -1
Energy relative to the best compared isomer or geometry (same formula, charge and spin) ... 10.4 kcal per mole
HOMO energy ... -4.05 eV
Lowest unoccupied orbital energy ... 0.120 Ha
Electronic energy ... -777.7106 a.u.

natural (NBO) atomic charge list, values in e, 4 entries: C 0.33; C -0.74; N -0.43; N 0.42


[2]
Molecular formula: C2H3ClN4
Method: DFT, ωB97M-V/def2-TZVPD

Cartesian coordinates (Å):
H -0.024 -2.236 -0.315
N 0.845 -1.675 -0.337
C 0.452 -0.523 -0.007
N 1.266 0.518 0.115
N -0.941 -0.100 -0.023
Cl -2.239 -1.320 0.154
C -1.240 1.177 -0.105
N -1.281 2.324 -0.086
H 2.223 0.268 0.197
H 0.940 1.567 0.408

Properties
Orbital gap ... 8.81 eV
Energy relative to the best compared isomer or geometry (same formula, charge and spin) ... 32.1 kcal per mole
HOMO energy ... -9.74 eV
Lowest unoccupied orbital energy ... -0.034 Ha
Electronic energy ... -757.1464 a.u.

natural (NBO) atomic charge list, values in e, 4 entries: H 0.34; N -0.71; C 0.56; N -0.83


[3]
Molecular formula: C2H3ClO2
Method: DFT, ωB97M-V/def2-TZVPD

Cartesian coordinates (Å):
C 2.166 0.696 -0.450
C -1.530 -0.429 0.987
O 2.499 0.987 -1.571
O -2.706 -0.859 0.959
Cl -0.843 -0.137 -0.564
H 1.510 1.284 0.185
H 2.216 -0.244 0.181
H -3.312 -1.298 0.272

Properties
Orbital gap ... 9.73 eV
Energy relative to the best compared isomer or geometry (same formula, charge and spin) ... 91.6 kcal per mole
HOMO energy ... -9.53 eV
Lowest unoccupied orbital energy ... 0.007 Ha
Electronic energy ... -688.5382 a.u.

natural (NBO) atomic charge list, values in e, 4 entries: C 0.29; C 0.24; O -0.50; O -0.66


[4]
Molecular formula: C2H3ClO2
Method: DFT, ωB97M-V/def2-TZVPD

Cartesian coordinates (Å):
O -0.406 1.208 1.331
C 0.671 0.419 0.978
Cl 1.954 0.043 2.048
C 0.304 -0.514 -0.321
O 1.154 0.610 -0.330
H -0.143 2.181 1.334
H 0.574 -1.557 -0.231
H -0.720 -0.483 -0.567

Properties
Orbital gap ... 10.59 eV
Energy relative to the best compared isomer or geometry (same formula, charge and spin) ... 53.3 kcal per mole
HOMO energy ... -9.92 eV
Lowest unoccupied orbital energy ... 0.025 Ha
Electronic energy ... -688.5992 a.u.

natural (NBO) atomic charge list, values in e, 4 entries: O -0.69; C 0.40; Cl 0.01; C -0.10


[5]
Molecular formula: C2H3ClO2S
Method: DFT, ωB97M-V/def2-TZVPD

Cartesian coordinates (Å):
C -0.627 0.199 0.070
C -2.046 0.521 0.211
O 1.246 -1.481 0.655
O -2.495 1.418 0.899
S -0.340 -1.577 0.188
Cl -3.063 -0.422 -0.949
H -0.084 1.086 -1.357
H 0.147 0.702 0.658
H 1.376 -2.325 0.936

Properties
Orbital gap (spin up / spin down) ... 8.15 / 8.15 eV
Energy relative to the best compared isomer or geometry (same formula, charge and spin) ... 72.9 kcal per mole
HOMO energy (spin up / spin down) ... -8.96 / -8.96 eV
Lowest unoccupied orbital energy (spin up / spin down) ... -0.030 / -0.030 Ha
Electronic energy ... -1086.7345 a.u.

natural (NBO) atomic charge list, values in e, 4 entries: C -0.59; C 0.50; O -0.82; O -0.47


[6]
Molecular formula: C2H3ClO2S
Method: DFT, ωB97M-V/def2-TZVPD

Cartesian coordinates (Å):
C 0.506 -0.054 0.292
C 0.561 1.268 -0.371
O -1.855 -1.143 0.076
O 0.949 2.261 0.129
S -0.375 -1.478 -0.573
Cl 0.208 1.230 -2.045
H 2.040 -0.210 0.431
H 0.179 0.029 1.353
H -2.212 -1.904 0.709

Properties
Orbital gap ... 9.04 eV
Energy relative to the best compared isomer or geometry (same formula, charge and spin) ... 50.1 kcal per mole
HOMO energy ... -9.20 eV
Lowest unoccupied orbital energy ... -0.006 Ha
Electronic energy ... -1086.7709 a.u.

natural (NBO) atomic charge list, values in e, 4 entries: C -0.64; C 0.46; O -0.86; O -0.50


[7]
Molecular formula: C2H3ClO2S
Method: DFT, ωB97M-V/def2-TZVPD

Cartesian coordinates (Å):
C 0.136 -0.684 -0.328
C -0.757 0.507 -0.264
O 0.654 0.237 2.212
O 1.930 1.115 0.197
S 0.747 0.496 0.782
Cl -0.896 1.421 -1.829
H -0.907 -2.670 0.177
H 0.873 -0.755 -1.059
H -1.780 0.332 0.112

Properties
Orbital gap (spin up / spin down) ... 8.40 / 8.96 eV
Energy relative to the best compared isomer or geometry (same formula, charge and spin) ... 155.9 kcal per mole
HOMO energy (spin up / spin down) ... -10.60 / -10.16 eV
Lowest unoccupied orbital energy (spin up / spin down) ... -0.081 / -0.044 Ha
Electronic energy ... -1086.6023 a.u.

natural (NBO) atomic charge list, values in e, 4 entries: C -0.43; C -0.47; O -0.85; O -0.86


[8]
Molecular formula: C2H3ClO2S
Method: DFT, ωB97M-V/def2-TZVPD

Cartesian coordinates (Å):
C -2.266 0.603 -0.050
C -1.237 0.591 0.755
O -0.521 0.790 1.630
H -2.387 -0.366 -0.632
H -2.638 1.502 -0.591
O 2.081 -0.503 -1.232
S 2.320 0.117 0.256
Cl 1.839 -1.541 1.445
H 2.808 -1.193 -1.581

Properties
Orbital gap ... 9.04 eV
Energy relative to the best compared isomer or geometry (same formula, charge and spin) ... 41.2 kcal per mole
HOMO energy ... -9.09 eV
Lowest unoccupied orbital energy ... -0.002 Ha
Electronic energy ... -1086.7850 a.u.

natural (NBO) atomic charge list, values in e, 4 entries: C -0.81; C 0.72; O -0.45; H 0.26


[9]
Molecular formula: C2H3ClOS
Method: DFT, ωB97M-V/def2-TZVPD

Cartesian coordinates (Å):
O 0.225 1.616 -0.285
C 0.516 0.327 -0.154
S 2.020 -0.608 -0.510
C -0.641 -0.578 0.257
Cl -2.150 -0.293 -0.581
H 1.165 1.790 -0.337
H -0.925 -0.581 1.431
H -0.210 -1.673 0.179

Properties
Orbital gap ... 8.66 eV
Energy relative to the best compared isomer or geometry (same formula, charge and spin) ... 35.0 kcal per mole
HOMO energy ... -9.27 eV
Lowest unoccupied orbital energy ... -0.022 Ha
Electronic energy ... -1011.5647 a.u.

natural (NBO) atomic charge list, values in e, 4 entries: O -0.60; C 0.29; S -0.19; C -0.54


[10]
Molecular formula: C2H3ClS2
Method: DFT, ωB97M-V/def2-TZVPD

Cartesian coordinates (Å):
S -1.252 -0.497 -1.565
C -0.436 0.068 -0.339
S -0.386 1.874 0.199
C 0.507 -0.757 0.472
Cl 2.125 -0.811 -0.241
H -1.373 2.563 -0.545
H 0.179 -1.818 0.522
H 0.637 -0.623 1.497

Properties
Orbital gap ... 8.42 eV
Energy relative to the best compared isomer or geometry (same formula, charge and spin) ... 16.4 kcal per mole
HOMO energy ... -9.18 eV
Lowest unoccupied orbital energy ... -0.028 Ha
Electronic energy ... -1334.5306 a.u.

natural (NBO) atomic charge list, values in e, 4 entries: S 0.15; C -0.28; S -0.01; C -0.48


[11]
Molecular formula: C2H3F2I
Method: DFT, ωB97M-V/def2-TZVPD

Cartesian coordinates (Å):
C 0.517 0.429 0.384
C -0.198 -0.602 -0.398
F 0.495 1.620 -0.298
F 0.147 -1.871 -0.049
I -2.602 0.059 -0.037
H 1.699 0.274 0.625
H 0.140 0.767 1.312
H -0.196 -0.675 -1.538

Properties
Orbital gap (spin up / spin down) ... 7.76 / 6.60 eV
Energy relative to the best compared isomer or geometry (same formula, charge and spin) ... 22.1 kcal per mole
Spin multiplicity ... 3
HOMO energy (spin up / spin down) ... -6.98 / -10.25 eV
Lowest unoccupied orbital energy (spin up / spin down) ... 0.028 / -0.134 Ha
Electronic energy ... -575.2683 a.u.

natural (NBO) atomic charge list, values in e, 4 entries: C -0.04; C 0.06; F -0.37; F -0.37


[12]
Molecular formula: C2H3F2N
Method: DFT, ωB97M-V/def2-TZVPD

Cartesian coordinates (Å):
H -0.395 -1.697 -1.736
N -0.657 -1.105 -1.022
C 0.240 -0.331 -0.516
C -0.171 0.592 0.647
F -0.628 1.824 0.302
F 1.056 0.885 1.317
H 1.332 -0.387 -0.428
H -0.778 0.220 1.437

Properties
Orbital gap ... 11.22 eV
Energy relative to the best compared isomer or geometry (same formula, charge and spin) ... 4.1 kcal per mole
HOMO energy ... -10.85 eV
Lowest unoccupied orbital energy ... 0.014 Ha
Electronic energy ... -332.4513 a.u.

natural (NBO) atomic charge list, values in e, 4 entries: H 0.35; N -0.56; C 0.06; C 0.51


Question: The highest energy relative to the best compared isomer or geometry (same formula, charge and spin) belongs to which entry?
Answer: number 7


Question: The lowest electronic energy belongs to which entry?
Answer: C2H3ClS2


Question: Number 5 is which compound?
Answer: C2H3ClO2S


What did the twelfth record say?
Molecular formula: C2H3F2N
Method: DFT, ωB97M-V/def2-TZVPD

Cartesian coordinates (Å):
H -0.395 -1.697 -1.736
N -0.657 -1.105 -1.022
C 0.240 -0.331 -0.516
C -0.171 0.592 0.647
F -0.628 1.824 0.302
F 1.056 0.885 1.317
H 1.332 -0.387 -0.428
H -0.778 0.220 1.437

Properties
Orbital gap ... 11.22 eV
Energy relative to the best compared isomer or geometry (same formula, charge and spin) ... 4.1 kcal per mole
HOMO energy ... -10.85 eV
Lowest unoccupied orbital energy ... 0.014 Ha
Electronic energy ... -332.4513 a.u.

natural (NBO) atomic charge list, values in e, 4 entries: H 0.35; N -0.56; C 0.06; C 0.51